Record 1
9
Properties=species:S:1:pos:R:3:forces:R:3 method="wB97M-V/def2-TZVPD" mol_weight_g_mol=104.1 e_homo_ha=-0.33225 smiles="O=C=C(F)F.C#C" de_lowest_kj_mol=385.1 multiplicity=1 gap_ev=9.01 lumo_ev=-0.035
O 0.28127 2.06706 0.46108 -0.3 -0.2 -0.3
C 0.59524 1.19444 -0.24728 0.7 0.4 0.0
C 1.19615 0.28504 -0.98630 0.2 1.1 -0.9
F 1.57778 0.51783 -2.27371 -0.4 -0.4 1.2
F 1.36257 -0.94461 -0.55699 0.5 -0.6 -0.4
C -1.53440 -0.29127 1.12201 1.2 -0.8 -0.1
C -0.92154 -1.10899 0.44752 -2.2 -0.3 1.8
H -1.86312 0.41929 1.89042 0.2 -0.5 -1.1
H -0.69395 -2.13878 0.14325 0.1 1.3 -0.2

---

Record 2
8
Properties=species:S:1:pos:R:3:forces:R:3 method="wB97M-V/def2-TZVPD" mol_weight_g_mol=47.1 e_homo_ha=-0.38124 smiles="C=O.N" de_lowest_kj_mol=96.5 multiplicity=1 gap_ev=10.89 lumo_ev=0.520
C -0.95555 -0.71504 -1.25686 1.7 -1.7 1.0
O -0.11782 -0.84049 -2.12279 -1.1 0.7 0.3
H -1.49005 -1.63313 -0.88804 -0.4 0.6 -0.6
H -0.97131 0.12206 -0.52578 -0.4 0.3 -0.8
N 0.72610 0.69489 1.43808 0.0 -1.2 -2.4
H 0.15713 1.24938 0.72813 1.4 -0.6 1.5
H 1.52076 1.24566 1.78636 -0.5 -0.2 -0.5
H 1.13075 -0.12333 0.84089 -0.7 2.0 1.5

---

Record 3
13
Properties=species:S:1:pos:R:3:forces:R:3 method="wB97M-V/def2-TZVPD" mol_weight_g_mol=204.3 e_homo_ha=-0.35234 smiles="O=C(OS)C(S)(S)OS" de_lowest_kj_mol=237.3 multiplicity=1 gap_ev=9.74 lumo_ev=0.153
O -0.00992 -0.49741 -1.89984 -0.2 -0.9 -1.1
C 0.26664 0.25922 -1.04339 -0.6 1.2 3.0
O 1.09076 1.31521 -1.12976 -0.3 -0.4 -0.2
S 1.80162 1.53796 -2.65003 -0.1 -0.1 -0.4
C -0.40715 0.13093 0.44120 0.6 0.6 -1.8
S 0.16675 1.34919 1.69043 0.1 -0.4 -0.6
S -2.23491 0.41712 0.20533 0.4 -2.2 -0.2
O -0.00315 -1.19945 0.70751 -0.6 0.1 0.5
S -0.20820 -1.74825 2.26595 0.5 -0.7 -0.1
H 0.94401 0.72301 -3.33892 0.4 0.4 0.3
H -0.04361 0.39512 2.63499 0.0 0.5 0.0
H -2.49125 -0.85953 -0.39569 0.4 1.7 0.6
H 1.12842 -1.82312 2.51220 -0.5 0.0 0.1

---

Record 4
142
Properties=species:S:1:pos:R:3:forces:R:3 method="wB97M-V/def2-TZVPD" mol_weight_g_mol=835.1 e_homo_ha=-0.29971 smiles="COC[C@H](C)N.COC[C@H](C)N.COC[C@H](C)N.COC[C@H](C)N.COC[C@H](C)N.COC[C@H](C)N.NC(N)=O.NC(N)=O.NC(N)=O.NC(N)=O.NC(N)=O" de_lowest_kj_mol=270.1 multiplicity=1 gap_ev=8.22 lumo_ev=0.068
C -3.42124 -3.95928 5.14394 -0.6 1.0 0.3
O -3.59916 -4.86414 4.07015 0.7 0.4 0.7
C -2.44333 -4.94167 3.23067 -0.9 0.0 -1.0
C -2.10078 -3.62990 2.46895 -0.7 -0.1 0.4
C -3.27273 -2.99146 1.70055 -0.8 0.3 0.4
N -0.94186 -3.77846 1.57955 -0.4 -0.1 0.2
H -3.20413 -2.95647 4.77264 0.3 0.0 0.0
H -2.71511 -4.22169 5.93656 0.5 -0.5 -0.5
H -4.34343 -3.79645 5.70547 -0.4 -0.5 -0.4
H -1.58031 -5.33696 3.77289 0.1 0.2 0.2
H -2.75935 -5.70942 2.52206 0.3 0.0 -0.3
H -1.83570 -2.88265 3.22325 -0.1 0.0 0.3
H -3.71353 -3.47275 0.82616 0.9 -0.5 -0.3
H -3.01253 -1.96320 1.43998 0.2 -0.1 -0.3
H -4.18239 -2.86627 2.29571 0.3 -0.1 0.7
H -0.17186 -4.17146 2.10987 0.1 0.0 0.1
H -0.70716 -2.80644 1.39354 0.5 -0.1 -0.5
C 4.71279 2.34731 -1.64364 0.7 0.1 0.4
O 4.47531 3.37555 -2.57615 1.1 -0.1 0.2
C 5.47707 4.43080 -2.59715 -2.2 0.7 -0.1
C 5.35928 5.47348 -1.45169 1.3 -0.9 0.2
C 6.01295 6.77475 -1.88507 -0.1 0.9 -0.8
N 6.06840 4.98589 -0.24584 0.3 0.0 0.2
H 4.09005 1.47761 -1.85163 -0.1 0.1 -0.1
H 4.55157 2.66660 -0.61040 -0.4 0.0 0.0
H 5.76183 2.03589 -1.68551 0.1 -0.2 -0.1
H 6.48973 4.03006 -2.65376 0.0 -0.1 -0.1
H 5.17187 4.96461 -3.49737 0.5 -0.1 -0.3
H 4.33384 5.66778 -1.14006 -0.2 -0.2 -0.5
H 5.70615 7.15373 -2.86378 -0.6 -0.4 -0.1
H 7.09213 6.72647 -2.04860 0.1 -0.3 0.6
H 5.76991 7.60982 -1.22825 0.3 -0.2 0.4
H 6.02076 3.97643 -0.18495 -0.4 0.0 0.1
H 7.06529 5.13768 -0.35619 0.1 0.3 0.0
C -2.58880 -7.64275 -1.87077 0.0 0.3 1.1
O -1.68107 -6.58700 -1.92883 1.6 0.5 -1.5
C -2.24313 -5.31256 -2.13897 -0.1 1.2 1.1
C -1.16959 -4.20715 -2.24733 0.5 0.7 -0.6
C -1.57261 -2.72414 -2.07676 -1.2 -1.1 1.4
N -0.61998 -4.23551 -3.58940 -0.2 -1.1 -0.2
H -3.08626 -7.47896 -0.90749 -0.5 -0.7 0.0
H -1.97802 -8.54415 -1.85736 -0.3 -0.1 0.1
H -3.33848 -7.68986 -2.66428 0.2 0.2 -0.2
H -2.84170 -5.25841 -3.05143 -0.2 -0.2 0.0
H -2.82910 -5.12687 -1.23161 -0.5 0.4 -0.2
H -0.34805 -4.37313 -1.54480 -1.9 -0.3 -0.2
H -1.77150 -2.57195 -1.01346 -0.1 0.2 0.0
H -2.49347 -2.52136 -2.62606 0.1 0.1 -0.2
H -0.79658 -2.01215 -2.34773 0.2 -0.3 -0.3
H 0.03419 -3.47364 -3.73033 0.2 -0.4 -0.3
H -0.26242 -5.17758 -3.69575 0.6 0.2 -0.7
C -2.84256 0.14980 -1.02518 -0.7 -1.3 -1.0
O -3.83893 1.15346 -0.95084 0.1 0.8 0.8
C -4.54146 1.45864 -2.13595 0.1 -1.0 -0.2
C -5.77934 2.33601 -1.92163 0.4 0.0 -0.7
C -7.00294 1.63509 -1.35335 0.3 0.3 0.3
N -6.22691 2.80984 -3.24673 0.4 -0.2 -0.5
H -2.35424 0.08923 -2.00181 0.1 0.4 -0.1
H -3.34783 -0.81673 -0.93831 0.0 -0.2 0.1
H -2.05556 0.16042 -0.27441 -0.3 0.7 0.2
H -3.84636 1.85455 -2.88463 0.1 0.7 0.1
H -4.89496 0.55675 -2.65399 -0.1 -0.5 0.3
H -5.49571 3.21495 -1.34021 -0.1 -0.1 0.2
H -7.36000 0.93764 -2.11228 -0.1 -0.2 0.2
H -7.75882 2.40935 -1.22231 -0.2 -0.2 0.1
H -6.83318 1.11291 -0.41261 0.1 0.0 0.0
H -5.42437 2.81111 -3.86990 0.2 0.6 0.0
H -6.76750 2.06458 -3.67396 -0.4 0.0 0.1
C 1.75852 3.75367 2.04842 0.4 -0.6 0.0
O 1.07419 3.59419 0.80840 0.1 -0.4 0.2
C 1.71158 4.29003 -0.23488 0.3 1.3 -0.1
C 1.09168 4.09325 -1.63924 -1.6 0.1 0.1
C 0.60359 2.69199 -1.99810 -0.2 0.0 1.1
N 1.96248 4.56358 -2.67136 1.6 0.5 -0.1
H 1.20263 3.25270 2.83978 -0.3 0.1 -0.1
H 1.97906 4.78290 2.33911 -0.4 0.2 -0.3
H 2.72557 3.24698 1.99967 0.2 -0.1 -0.1
H 1.60419 5.34678 0.03723 -0.1 0.3 -0.4
H 2.80477 4.20961 -0.21958 0.1 -0.9 -0.1
H 0.25530 4.79789 -1.63506 -0.4 -0.3 0.0
H -0.00647 2.66806 -2.90124 0.3 0.2 -0.2
H -0.01114 2.24222 -1.21584 0.1 -0.1 0.1
H 1.50371 2.09557 -2.12896 -0.2 -0.2 0.1
H 2.77408 3.94403 -2.72792 -0.2 0.4 -0.1
H 1.54498 4.59337 -3.59076 -0.4 0.0 0.2
C -5.98781 -1.07364 4.57109 0.9 1.9 0.6
O -4.63737 -0.69376 4.27948 0.6 -0.7 0.0
C -4.41175 0.39541 3.40370 0.3 -0.7 -0.2
C -2.89164 0.72223 3.32243 -0.4 0.6 0.1
C -2.35895 1.39692 4.57866 0.2 -1.1 1.2
N -2.59906 1.65531 2.25315 -0.6 0.3 -0.8
H -6.39871 -0.09515 4.83808 -1.0 -0.3 0.2
H -5.91718 -1.68702 5.46615 -0.2 -0.2 -0.1
H -6.59087 -1.54437 3.79384 0.4 -0.1 -0.3
H -4.79959 0.08591 2.42794 0.2 0.3 -0.4
H -4.94515 1.30999 3.68496 -0.2 0.0 0.3
H -2.31710 -0.16851 3.05725 -0.2 -0.3 0.5
H -2.49664 0.73248 5.43561 -0.3 0.0 0.1
H -2.84865 2.33675 4.83852 -0.2 0.0 -0.3
H -1.28167 1.56726 4.58990 0.0 0.1 -0.5
H -3.07529 1.39871 1.39419 -0.1 0.0 -0.2
H -2.92515 2.58667 2.48043 0.1 0.1 0.1
N 2.59109 -0.03146 3.49639 -0.6 -1.6 -1.6
C 2.91974 0.91202 4.36972 -1.1 -0.7 -0.5
N 4.08635 1.53845 4.06601 0.3 1.2 1.9
O 2.18318 1.12440 5.32448 0.8 0.8 0.6
H 1.74270 -0.54932 3.64809 0.0 0.2 0.0
H 3.12442 -0.21733 2.65918 0.1 0.0 0.1
H 4.28890 2.16280 4.83338 0.5 0.4 -0.6
H 4.53852 1.59951 3.17123 -0.3 -0.3 -0.1
N 2.79432 -3.98243 -2.48883 0.9 -1.3 -1.3
C 2.31671 -3.29255 -1.46197 -0.8 0.9 0.2
N 1.28152 -3.77891 -0.79587 1.3 -0.5 0.3
O 2.76411 -2.18001 -1.18290 1.2 1.2 0.1
H 3.51207 -3.55226 -3.04575 -0.2 0.0 0.0
H 2.27742 -4.73865 -2.90589 0.0 0.1 0.0
H 0.90293 -3.15223 -0.09835 -0.6 -0.3 0.0
H 0.95417 -4.68834 -1.07256 0.0 0.1 0.9
N 1.77668 -0.15848 -3.28417 0.3 -1.5 1.7
C 1.28887 -0.69325 -4.41361 -0.3 0.3 -0.1
N 1.45434 0.18216 -5.43447 -0.6 -0.3 -1.0
O 0.72885 -1.78271 -4.50113 0.6 0.5 0.0
H 2.09003 0.78286 -3.15132 -0.1 -0.1 -0.3
H 1.89529 -0.83572 -2.54361 0.0 0.3 0.3
H 2.19006 0.85116 -5.29950 0.0 0.1 -0.7
H 1.18380 -0.19696 -6.32851 0.3 0.5 -0.2
N 6.70988 -0.16600 1.40065 1.0 0.9 0.8
C 5.51810 -0.31463 0.85012 -2.3 -1.2 0.3
N 5.44739 -1.25300 -0.10088 -0.2 -0.1 -1.0
O 4.48849 0.21993 1.29213 0.7 0.8 -0.4
H 7.50006 -0.63788 0.99954 0.3 0.5 0.3
H 6.73911 0.61537 2.03604 0.8 -0.3 0.1
H 6.27349 -1.74650 -0.38935 -0.2 0.0 -0.2
H 4.57089 -1.34616 -0.60123 0.0 -0.5 0.1
N 1.65432 0.13981 -0.03840 0.9 0.1 -0.5
C 0.46898 -0.11690 0.52656 -0.4 -0.3 -0.7
N -0.09849 0.90159 1.13253 -0.2 1.3 1.1
O -0.09019 -1.20217 0.36665 -0.4 -1.2 0.1
H 2.20853 0.93311 0.23508 0.1 -0.2 0.0
H 2.03188 -0.61205 -0.59842 0.4 0.0 0.5
H -1.02807 0.92335 1.54669 0.3 0.0 0.0
H 0.42628 1.76118 1.12570 -0.4 0.3 0.0

---

Record 5
19
Properties=species:S:1:pos:R:3:forces:R:3 method="wB97M-V/def2-TZVPD" mol_weight_g_mol=150.7 e_homo_ha="-0.20808 / -0.34382" multiplicity=3 s2=2.0093 gap_ev="6.33 / 8.38" lumo_ev="0.668 / -0.979"
C -1.41048 0.38570 1.45469 -1.4 0.5 0.9
C -1.89564 1.40725 0.43270 -2.6 0.4 0.8
C -1.05627 -0.58298 0.40933 -3.1 -1.8 -0.1
C 1.77229 -1.58588 -0.50997 -1.9 -3.2 -5.2
C 1.20795 0.79083 -1.07382 -2.1 -0.3 -1.2
C 1.26944 -0.35672 -0.14018 1.3 3.0 2.9
S -1.90960 0.23526 -0.90101 -0.3 -1.4 -0.4
Cl -1.19150 -2.31745 0.65787 0.0 0.6 0.0
H -0.56301 0.65435 2.04602 0.6 0.5 0.7
H -2.30621 0.21113 2.13788 1.2 -0.5 -0.7
H -2.93711 1.79412 0.65910 1.3 -0.2 -0.3
H -1.25084 2.17197 0.16992 1.2 1.8 -0.1
H 2.72809 -1.89149 -0.31735 2.8 -0.5 1.2
H 1.74124 -1.58862 -1.66148 0.3 -0.1 1.1
H 1.11903 -2.46113 -0.35606 0.2 0.2 0.6
H 0.36772 0.75186 -1.90662 1.8 -0.4 1.5
H 2.13672 0.93511 -1.60152 0.6 0.3 -0.1
H 0.90812 1.63677 -0.49648 0.2 1.1 0.2
H 1.27006 -0.19008 0.99699 -0.3 0.2 -1.8